[1]
Formula: C16H19N2O9V
Source: OMol25
Level of theory: ωB97M-V/def2-TZVPD

Results
Lowest unoccupied orbital energy (alpha / beta) = 5.222 / 5.237 eV
Multiplicity = 2
Total charge = -3
HOMO level (alpha / beta) = 3.3 / 3.3 eV

Structure (XYZ):
```
47
C16H19N2O9V | OMol25 | ωB97M-V/def2-TZVPD
O 0.032 0.874 -0.401
V -1.385 0.267 0.026
O -1.854 -1.066 -0.862
O -1.298 1.225 5.353
C -1.140 -0.028 4.799
C -0.634 -0.227 3.313
O -1.463 0.231 2.249
H -2.045 -0.634 4.848
H -0.503 -0.634 5.442
H -0.444 -1.261 3.026
H 0.347 0.213 3.131
C -4.530 1.142 -1.885
C -3.660 2.178 -1.106
O -3.117 1.753 0.150
H -4.061 0.159 -1.852
H -4.557 1.442 -2.932
H -5.604 1.029 -1.733
H -4.142 3.152 -1.025
H -2.859 2.533 -1.755
C 2.198 3.506 -0.982
C 3.060 2.461 -1.041
C 4.383 2.660 -0.543
C 4.771 3.885 -0.033
C 3.871 4.995 -0.088
C 2.559 4.829 -0.530
N 6.131 4.028 0.509
O 6.422 4.977 1.156
O 6.888 3.087 0.295
H 1.174 3.238 -1.198
H 2.587 1.546 -1.366
H 5.073 1.830 -0.588
H 4.319 5.841 0.413
H 1.887 5.675 -0.535
C -2.290 -5.762 -1.649
C -2.597 -4.750 -0.724
C -1.561 -3.989 -0.225
C -0.260 -4.175 -0.731
C 0.007 -5.090 -1.745
C -1.041 -5.896 -2.197
N 0.886 -3.286 -0.306
O 2.032 -3.712 -0.426
O 0.571 -2.230 0.225
H -3.124 -6.445 -1.708
H -3.572 -4.539 -0.310
H -1.635 -3.203 0.512
H 1.053 -5.217 -1.984
H -0.875 -6.612 -2.988
```

=====

[2]
Formula: C16H19N3O3
Source: OMol25
Level of theory: ωB97M-V/def2-TZVPD

Results
Lowest unoccupied orbital energy = 0.472 eV
Structure (SMILES) = N[C@@H](Cc1c[nH]c2ccccc12)C(=O)N1CCC[C@H]1C(=O)O
Total charge = 0
HOMO level = -8.2 eV

Structure (XYZ):
```
41
C16H19N3O3 | OMol25 | ωB97M-V/def2-TZVPD
N -3.672 -1.016 -1.161
C -2.335 -1.061 -0.626
C -1.433 -1.549 -1.689
C -0.042 -1.886 -1.268
C 0.392 -3.108 -0.840
N 1.742 -3.002 -0.539
C 2.170 -1.757 -0.766
C 3.379 -1.188 -0.442
C 3.532 0.209 -0.691
C 2.444 1.015 -1.121
C 1.233 0.380 -1.423
C 1.101 -0.964 -1.247
C -1.979 0.281 -0.010
O -2.633 1.223 -0.458
N -1.081 0.443 0.955
C -0.261 -0.648 1.530
C -0.143 -0.267 3.000
C 0.095 1.233 2.795
C -0.783 1.705 1.575
C -0.091 2.798 0.684
O 0.658 3.512 1.266
O -0.584 2.980 -0.521
H -3.746 -0.018 -1.368
H -4.337 -1.325 -0.422
H -2.395 -1.796 0.194
H -1.768 -2.546 -2.180
H -1.423 -0.699 -2.439
H -0.188 -3.995 -0.765
H 2.344 -3.777 -0.386
H 4.290 -1.661 -0.008
H 4.486 0.723 -0.364
H 2.611 2.109 -1.198
H 0.340 0.936 -1.786
H 0.741 -0.636 1.061
H -0.656 -1.623 1.296
H -1.113 -0.489 3.521
H 0.683 -0.789 3.476
H -0.036 1.862 3.696
H 1.135 1.299 2.438
H -1.691 2.151 1.950
H -1.410 2.423 -0.548
```

=====

[3]
Formula: C16H19N4OPdS3
Source: OMol25
Level of theory: ωB97M-V/def2-TZVPD

Results
Lowest unoccupied orbital energy = -4.451 eV
Total charge = +1
HOMO level = -11.4 eV

Structure (XYZ):
```
44
C16H19N4OPdS3 | OMol25 | ωB97M-V/def2-TZVPD
Pd -0.532 1.597 -1.762
N 1.354 1.501 -3.537
N 0.707 1.153 -4.717
C -0.586 0.832 -4.797
N -1.032 0.500 -6.013
S -1.727 0.813 -3.527
H 1.676 2.463 -3.586
H 2.117 0.859 -3.362
H 1.231 1.203 -5.579
H -0.428 0.442 -6.815
H -2.012 0.321 -6.148
S 0.207 4.877 -3.062
C -0.900 3.937 -2.404
N -1.720 3.238 -1.872
O 0.231 -0.275 -1.191
S -0.776 -0.856 -0.179
C 0.208 -2.109 0.660
C -0.558 -2.730 1.797
C 0.015 -2.806 3.061
C -0.684 -3.376 4.116
C -1.967 -3.865 3.915
C -2.543 -3.799 2.654
C -1.841 -3.239 1.598
C -0.935 0.410 1.123
C 0.350 1.095 1.443
C 0.848 2.137 0.670
C 2.067 2.727 0.966
C 2.802 2.294 2.059
C 2.308 1.272 2.853
C 1.092 0.678 2.545
H 1.133 -1.629 0.984
H 0.443 -2.819 -0.136
H 1.021 -2.436 3.218
H -0.225 -3.439 5.093
H -2.513 -4.306 4.738
H -3.538 -4.190 2.491
H -2.290 -3.207 0.612
H -1.367 -0.108 1.981
H -1.684 1.099 0.725
H 0.312 2.601 -0.169
H 2.427 3.543 0.353
H 3.745 2.764 2.301
H 2.863 0.940 3.720
H 0.699 -0.106 3.180
```

=====

[4]
Formula: C16H19N5O6
Source: OMol25
Level of theory: ωB97M-V/def2-TZVPD

Results
Lowest unoccupied orbital energy = 0.013 eV
Structure (SMILES) = COc1ccc(/C=N/NC(=O)Cn2nc([N+](=O)[O-])cc2C)c(OC)c1OC
Total charge = 0
HOMO level = -8.2 eV

Structure (XYZ):
```
46
C16H19N5O6 | OMol25 | ωB97M-V/def2-TZVPD
C -6.572 -0.415 -0.224
O -5.296 -0.869 0.158
C -4.210 -0.098 -0.129
C -4.289 1.134 -0.772
C -3.152 1.881 -0.973
C -1.903 1.430 -0.556
C -0.743 2.242 -0.821
N 0.392 1.998 -0.301
N 1.460 2.748 -0.623
C 2.687 2.518 -0.102
O 3.654 3.170 -0.435
C 2.731 1.390 0.937
N 3.580 0.316 0.505
N 3.030 -0.772 0.013
C 4.040 -1.571 -0.317
N 3.814 -2.852 -0.867
O 2.668 -3.227 -0.999
O 4.798 -3.503 -1.169
C 5.276 -0.966 -0.023
C 4.938 0.259 0.510
C 5.788 1.354 1.033
C -1.795 0.159 0.061
O -0.555 -0.223 0.408
C -0.194 -1.595 0.468
C -2.959 -0.597 0.280
O -2.833 -1.777 0.972
C -3.506 -2.923 0.488
H -6.653 -0.305 -1.310
H -7.266 -1.184 0.111
H -6.824 0.533 0.261
H -5.240 1.521 -1.098
H -3.229 2.843 -1.459
H -0.889 3.086 -1.509
H 1.378 3.504 -1.311
H 1.723 0.989 1.056
H 3.112 1.805 1.875
H 6.248 -1.382 -0.183
H 5.643 1.470 2.108
H 5.530 2.294 0.548
H 6.833 1.128 0.846
H -0.630 -2.163 -0.355
H -0.489 -2.043 1.418
H 0.892 -1.606 0.362
H -3.484 -2.968 -0.604
H -2.962 -3.776 0.895
H -4.543 -2.955 0.828
```

=====

[5]
Formula: C16H19N5STc
Source: OMol25
Level of theory: ωB97M-V/def2-TZVPD

Results
Lowest unoccupied orbital energy (alpha / beta) = -7.913 / -7.780 eV
Multiplicity = 2
Total charge = +2
HOMO level (alpha / beta) = -14.5 / -14.3 eV

Structure (XYZ):
```
42
C16H19N5STc | OMol25 | ωB97M-V/def2-TZVPD
Tc -0.250 0.601 -0.635
C 2.888 -0.966 -3.325
C 1.663 -0.713 -2.518
N 1.291 0.450 -2.113
N 2.008 1.576 -2.460
C 1.464 2.778 -2.143
N 2.092 3.860 -2.556
S -0.021 2.872 -1.303
C 0.693 -1.791 -2.157
C 0.760 -3.058 -2.668
C -0.279 -3.955 -2.382
C -1.337 -3.525 -1.623
C -1.336 -2.218 -1.134
N -0.337 -1.375 -1.375
H 3.735 -0.397 -2.938
H 2.724 -0.691 -4.371
H 3.176 -2.013 -3.299
H 2.860 1.482 -2.995
H 2.928 3.838 -3.120
H 1.714 4.766 -2.322
H 1.586 -3.362 -3.293
H -0.250 -4.964 -2.771
H -2.171 -4.175 -1.397
H -2.148 -1.837 -0.532
C -1.598 3.172 2.035
C -1.480 1.935 2.875
C -1.704 1.971 4.235
C -1.608 0.813 5.000
C -1.290 -0.415 4.423
C -1.060 -0.514 3.068
C -0.745 -1.839 2.437
C -1.155 0.678 2.299
N -0.935 0.621 0.962
H -1.708 4.051 2.664
H -2.474 3.110 1.384
H -0.722 3.318 1.403
H -1.955 2.911 4.706
H -1.781 0.867 6.067
H -1.224 -1.300 5.041
H -0.460 -2.565 3.194
H 0.070 -1.764 1.715
H -1.625 -2.232 1.923
```

=====

[6]
Formula: C16H19NO2
Source: OMol25
Level of theory: ωB97M-V/def2-TZVPD

Results
Lowest unoccupied orbital energy = 0.733 eV
Structure (SMILES) = Cc1ccc(C)c(NC(=O)CCc2ccc(C)o2)c1
Total charge = 0
HOMO level = -8.2 eV

Structure (XYZ):
```
38
C16H19NO2 | OMol25 | ωB97M-V/def2-TZVPD
C 2.206 -3.508 1.646
C 1.906 -2.041 1.627
C 1.930 -1.293 2.795
C 1.670 0.065 2.759
C 1.378 0.718 1.571
C 1.077 2.190 1.571
C 1.354 -0.038 0.390
N 1.043 0.615 -0.810
C 0.675 0.077 -2.002
O 0.755 -1.095 -2.295
C 0.142 1.114 -2.989
C -1.013 1.953 -2.406
C -1.896 1.115 -1.541
C -2.881 0.220 -1.821
C -3.275 -0.341 -0.579
C -2.501 0.246 0.374
C -2.416 0.063 1.847
O -1.665 1.139 -0.204
C 1.620 -1.401 0.430
H 1.747 -4.007 0.797
H 3.284 -3.669 1.591
H 1.846 -3.965 2.566
H 2.152 -1.771 3.738
H 1.688 0.634 3.678
H 1.798 2.741 0.965
H 0.075 2.380 1.187
H 1.129 2.579 2.585
H 0.893 1.607 -0.705
H -0.208 0.559 -3.859
H 0.958 1.767 -3.306
H -1.594 2.377 -3.227
H -0.627 2.781 -1.807
H -3.277 -0.015 -2.787
H -4.029 -1.085 -0.423
H -1.416 -0.270 2.126
H -3.141 -0.680 2.165
H -2.617 1.001 2.363
H 1.591 -1.965 -0.487
```

=====

[7]
Formula: C16H19NO3S
Source: OMol25
Level of theory: ωB97M-V/def2-TZVPD

Results
Lowest unoccupied orbital energy = 0.588 eV
Structure (SMILES) = Cc1cc(O)c(C(C)C)cc1NS(=O)(=O)c1ccccc1
Total charge = 0
HOMO level = -8.5 eV

Structure (XYZ):
```
40
C16H19NO3S | OMol25 | ωB97M-V/def2-TZVPD
C 0.192 1.424 -1.876
C -0.506 0.864 -0.674
C -1.037 1.718 0.283
C -1.715 1.254 1.400
O -2.212 2.135 2.315
C -1.898 -0.122 1.584
C -2.630 -0.693 2.774
C -4.080 -0.207 2.817
C -1.899 -0.349 4.074
C -1.363 -0.969 0.629
C -0.673 -0.504 -0.483
N -0.108 -1.421 -1.410
S 1.411 -2.026 -0.968
O 1.499 -3.327 -1.567
O 1.619 -1.897 0.445
C 2.522 -0.918 -1.822
C 3.257 -0.001 -1.100
C 4.110 0.859 -1.774
C 4.209 0.789 -3.155
C 3.467 -0.141 -3.868
C 2.617 -1.005 -3.196
H 1.199 1.751 -1.618
H 0.266 0.669 -2.653
H -0.354 2.284 -2.260
H -0.916 2.787 0.150
H -1.996 3.035 2.042
H -2.636 -1.783 2.666
H -4.608 -0.683 3.640
H -4.112 0.869 2.959
H -4.590 -0.453 1.888
H -1.901 0.725 4.233
H -2.391 -0.828 4.917
H -0.869 -0.696 4.027
H -1.474 -2.037 0.753
H -0.705 -2.219 -1.585
H 3.150 0.018 -0.027
H 4.695 1.581 -1.225
H 4.873 1.460 -3.680
H 3.554 -0.194 -4.942
H 2.034 -1.750 -3.714
```

=====

[8]
Formula: C16H19NO4S
Source: OMol25
Level of theory: ωB97M-V/def2-TZVPD

Results
Lowest unoccupied orbital energy = 0.723 eV
Structure (SMILES) = COc1ccc(C(=O)NCCSCc2ccco2)cc1OC
Total charge = 0
HOMO level = -8.2 eV

Structure (XYZ):
```
41
C16H19NO4S | OMol25 | ωB97M-V/def2-TZVPD
C -4.623 -1.166 -1.312
O -4.028 -0.404 -0.292
C -2.759 0.045 -0.475
C -1.981 -0.194 -1.596
C -0.681 0.282 -1.672
C -0.151 1.023 -0.630
C 1.233 1.567 -0.650
O 1.548 2.603 -0.092
N 2.125 0.814 -1.345
C 3.521 1.178 -1.408
C 4.245 1.037 -0.071
S 4.259 -0.667 0.587
C 2.729 -0.710 1.579
C 1.617 -1.444 0.913
C 1.573 -2.241 -0.191
C 0.232 -2.691 -0.299
C -0.433 -2.138 0.746
O 0.395 -1.378 1.486
C -0.938 1.299 0.489
C -2.225 0.811 0.589
O -3.054 0.998 1.650
C -2.571 1.738 2.744
H -4.707 -0.598 -2.244
H -4.068 -2.092 -1.499
H -5.620 -1.411 -0.950
H -2.377 -0.761 -2.423
H -0.105 0.092 -2.565
H 1.876 -0.135 -1.572
H 4.004 0.559 -2.165
H 3.580 2.231 -1.706
H 3.786 1.682 0.676
H 5.292 1.310 -0.190
H 2.435 0.317 1.800
H 2.993 -1.205 2.517
H 2.395 -2.493 -0.830
H -0.167 -3.340 -1.051
H -1.455 -2.196 1.064
H -0.500 1.898 1.271
H -3.384 1.756 3.468
H -2.318 2.763 2.457
H -1.694 1.260 3.195
```

=====

[9]
Formula: C16H20As2BCl3O2SiTi
Source: OMol25
Level of theory: ωB97M-V/def2-TZVPD

Results
Lowest unoccupied orbital energy (alpha / beta) = -4.188 / -4.989 eV
Multiplicity = 2
Total charge = +1
HOMO level (alpha / beta) = -11.1 / -11.4 eV

Structure (XYZ):
```
46
C16H20As2BCl3O2SiTi | OMol25 | ωB97M-V/def2-TZVPD
Ti 2.322 0.227 -0.594
C 0.220 -3.041 -0.165
As 0.414 -1.508 -1.317
C 0.295 -2.318 -3.073
C -1.280 -0.596 -1.231
C -2.478 -1.286 -1.069
C -3.677 -0.589 -1.047
C -3.684 0.791 -1.196
C -2.492 1.481 -1.365
C -1.287 0.786 -1.383
As 0.394 1.702 -1.604
C 0.131 3.391 -0.724
C 0.413 2.138 -3.484
H -0.525 -3.717 -0.581
H -0.071 -2.711 0.825
H 1.177 -3.554 -0.095
H -0.637 -2.881 -3.107
H 1.133 -2.990 -3.254
H 0.281 -1.549 -3.842
H -2.489 -2.361 -0.945
H -4.607 -1.124 -0.912
H -4.620 1.333 -1.177
H -2.517 2.559 -1.472
H -0.564 3.994 -1.305
H 1.089 3.900 -0.646
H -0.260 3.207 0.275
H -0.504 2.677 -3.720
H 0.456 1.224 -4.074
H 1.275 2.760 -3.716
Cl 3.493 2.061 -0.321
Si 3.217 -0.642 -2.986
Cl 4.977 0.274 -3.475
Cl 3.813 -1.493 -0.844
O 0.624 1.047 1.994
B 1.116 -0.004 1.238
O 1.266 -1.150 2.007
C 0.869 -0.782 3.290
C 0.848 -1.551 4.430
C 0.405 -0.911 5.584
C 0.009 0.425 5.573
C 0.036 1.186 4.407
C 0.477 0.537 3.277
H 1.160 -2.586 4.427
H 0.369 -1.463 6.513
H -0.324 0.882 6.495
H -0.264 2.224 4.386
```

=====

[10]
Formula: C16H20ClMnN2O4Si
Source: OMol25
Level of theory: ωB97M-V/def2-TZVPD

Results
Lowest unoccupied orbital energy (alpha / beta) = 2.923 / 2.922 eV
Multiplicity = 2
Total charge = -1
HOMO level (alpha / beta) = -2.9 / -3.0 eV

Structure (XYZ):
```
45
C16H20ClMnN2O4Si | OMol25 | ωB97M-V/def2-TZVPD
Mn 0.171 1.092 0.920
C -4.083 1.581 0.309
C -2.714 1.441 0.867
N -1.622 1.457 0.209
O -1.772 1.594 -1.176
C -1.525 0.725 2.806
C -1.840 0.516 4.265
N -0.360 1.624 2.535
O 0.111 2.291 3.480
H -4.049 1.695 -0.769
H -4.577 2.442 0.761
H -4.640 0.683 0.575
H -0.846 1.514 -1.478
H -2.869 0.173 4.359
H -1.695 1.449 4.810
H -1.175 -0.240 4.683
Cl 4.359 -2.961 1.834
C 2.775 -2.226 1.923
C 1.754 -2.704 1.108
C 0.508 -2.126 1.183
C 0.227 -1.062 2.073
C 1.296 -0.587 2.859
C 2.557 -1.177 2.786
C -1.132 -0.489 1.952
O -2.038 -1.103 1.324
O -2.694 1.316 2.207
H 1.948 -3.514 0.419
H -0.306 -2.472 0.560
H 1.161 0.214 3.572
H 3.365 -0.807 3.404
C -0.425 0.144 -4.079
Si 1.318 0.086 -3.387
C 2.469 1.004 -4.550
C 1.862 -1.702 -3.261
C 1.357 0.866 -1.743
C 1.446 1.414 -0.640
H -0.490 -0.398 -5.026
H -0.743 1.174 -4.257
H -1.134 -0.307 -3.380
H 2.456 0.563 -5.550
H 3.494 0.977 -4.176
H 2.172 2.052 -4.633
H 1.907 -2.179 -4.243
H 1.167 -2.266 -2.636
H 2.849 -1.768 -2.799
```

=====

[11]
Formula: C16H20CoI2N2S2
Source: OMol25
Level of theory: ωB97M-V/def2-TZVPD

Results
Lowest unoccupied orbital energy (alpha / beta) = -4.825 / -4.853 eV
Multiplicity = 5
Total charge = +1
HOMO level (alpha / beta) = -11.2 / -11.2 eV

Structure (XYZ):
```
43
C16H20CoI2N2S2 | OMol25 | ωB97M-V/def2-TZVPD
Co 0.537 -0.666 -0.137
C 4.035 -1.431 1.937
C 2.778 -1.984 2.609
C 2.665 -3.482 2.353
C 1.516 -1.218 2.258
C 1.489 0.187 2.301
C 0.315 0.900 2.108
C -0.906 0.257 1.861
C -2.186 1.025 1.738
C -0.883 -1.135 1.764
C 0.306 -1.857 1.957
H 4.912 -1.939 2.337
H 4.177 -0.365 2.106
H 4.006 -1.605 0.861
H 2.891 -1.835 3.691
H 2.502 -3.686 1.291
H 1.867 -3.952 2.927
H 3.596 -3.972 2.633
H 2.400 0.731 2.503
H 0.340 1.982 2.172
H -2.605 1.202 2.730
H -2.925 0.474 1.157
H -2.031 1.997 1.272
H -1.797 -1.673 1.545
H 0.264 -2.936 1.902
N -3.149 3.023 -4.984
C -2.546 3.494 -3.885
S -2.493 5.087 -3.522
C -1.916 2.456 -2.992
C -2.067 1.086 -3.177
C -1.458 0.209 -2.299
N -0.718 0.611 -1.265
C -0.557 1.930 -1.093
C -1.137 2.871 -1.914
H -3.578 3.686 -5.610
H -3.149 2.056 -5.251
H -2.655 0.655 -3.975
H -1.574 -0.859 -2.428
H 0.079 2.232 -0.271
H -0.989 3.926 -1.741
S 2.437 -0.423 -1.072
I -0.064 -3.289 -1.199
I -1.729 -3.768 -3.194
```

=====

Looking at relative energy (zero: lowest compared OMol25 entry of this formula, charge and spin) for the records above, in order, we have 55.8, 185.1, 174.2, 680.6, 0.0, 25.1, 61.4, 149.2, 32.6, 0.0, 50.6 kJ/mol.